Computed, not measured: a cluster of 7 separate species, C27H62BO20PS6 in total, with ωB97M-V/def2-TZVPD.

Summary:
Gap between HOMO and LUMO in Ha: 0.3208
Largest force on an atom in hartree/bohr: 0.019
HOMO energy in eV: -8.46
Molecular weight in g mol⁻¹: 941.0

```
117
Properties=species:S:1:pos:R:3:forces:R:3
C -0.89235 3.83006 -0.00239 -0.094 0.032 0.118
C -1.85353 2.91517 -0.71924 -0.047 0.010 0.021
C -2.84079 3.51844 -1.49521 -0.043 0.010 -0.136
C -3.77627 2.78069 -2.20124 0.101 -0.057 0.132
C -3.73752 1.39414 -2.11664 -0.075 0.055 -0.095
C -2.77406 0.77808 -1.33979 0.332 0.083 0.157
C -1.81663 1.51957 -0.63132 -0.119 -0.045 0.060
C -0.77141 0.83922 0.23574 -0.074 0.020 -0.068
P -1.17119 -0.89231 0.70530 -0.242 -0.750 -0.582
C 0.33494 -1.33997 1.67407 0.310 0.633 0.311
B 1.44052 -1.75058 0.64048 0.139 -0.371 0.150
O 1.52529 -3.05441 0.17631 -0.132 0.458 -0.752
O 2.37103 -0.82642 0.19918 -0.483 0.264 -0.038
H -0.17293 3.30510 0.62169 0.032 0.037 -0.099
H -0.34409 4.44352 -0.72040 0.028 -0.041 0.036
H -1.45484 4.50955 0.64399 0.043 -0.001 -0.030
H -2.85929 4.60169 -1.54129 -0.067 -0.014 -0.007
H -4.52469 3.28400 -2.79979 -0.012 -0.042 0.028
H -4.45155 0.78161 -2.65281 -0.032 0.067 -0.001
H -2.75466 -0.30354 -1.28399 0.002 0.013 -0.003
H 0.17487 0.77219 -0.31276 0.010 0.061 0.052
H -0.56858 1.42333 1.13436 -0.025 -0.027 -0.015
H -2.14599 -0.69898 1.70442 0.164 0.239 0.196
H 0.68273 -0.47101 2.24248 -0.097 -0.086 0.135
H 0.10229 -2.15389 2.36095 -0.097 -0.042 -0.073
H 0.67115 -3.36414 -0.15054 -0.032 -0.267 0.425
H 2.32327 -0.70984 -0.75970 0.354 -0.329 -0.022
C 2.13393 -4.96366 -2.58004 -0.075 0.044 -0.104
C 3.16691 -3.85809 -2.57141 0.028 -0.088 0.276
O 3.39822 -3.29226 -3.88312 -0.005 -0.026 -0.158
S 2.31570 -2.29202 -4.46701 0.304 0.020 -0.038
C 3.27925 -1.64470 -5.78629 0.035 0.099 -0.008
O 2.07024 -1.26577 -3.48934 -0.081 -0.019 0.138
O 1.21129 -3.03109 -4.99559 -0.093 0.060 0.070
H 1.14004 -4.58016 -2.80960 0.014 0.015 0.009
H 2.10688 -5.43837 -1.59876 0.036 0.020 0.007
H 2.38157 -5.71434 -3.33013 0.025 -0.024 0.021
H 2.89397 -3.06504 -1.87845 -0.070 0.046 -0.023
H 4.14107 -4.23796 -2.26917 0.044 0.006 -0.107
H 4.12321 -1.10166 -5.36987 0.016 -0.058 0.040
H 2.63445 -0.97514 -6.35174 -0.076 -0.033 0.036
H 3.60695 -2.46932 -6.41335 -0.026 -0.030 0.019
C 9.44553 -1.03019 -2.79475 -0.086 0.135 0.022
C 8.24302 -1.93857 -2.65084 0.224 -0.175 -0.173
O 7.16627 -1.32704 -1.90008 -0.025 0.065 0.073
S 6.27794 -0.24669 -2.64785 -0.361 -0.149 0.300
C 4.92935 -0.18852 -1.52746 0.074 0.031 0.117
O 5.79067 -0.82238 -3.86675 0.280 0.095 -0.337
O 6.96696 1.00675 -2.66959 -0.041 -0.074 -0.115
H 9.22316 -0.17091 -3.42542 -0.007 -0.014 -0.015
H 10.26796 -1.58595 -3.24573 -0.004 -0.033 0.016
H 9.76188 -0.65799 -1.82054 0.032 -0.043 0.009
H 7.86022 -2.26098 -3.62001 -0.069 0.060 0.009
H 8.49483 -2.82938 -2.07963 -0.067 0.030 0.080
H 4.44088 -1.15803 -1.54542 0.012 -0.009 0.008
H 4.26248 0.58227 -1.90981 -0.011 -0.005 -0.019
H 5.26645 0.06357 -0.52628 0.051 0.009 -0.015
C 8.39248 3.63637 -2.95479 -0.004 0.167 -0.188
C 9.39739 4.76431 -2.87882 -0.036 -0.121 0.365
O 9.67982 5.36221 -4.17064 0.000 -0.033 -0.084
S 8.60241 6.36133 -4.76571 0.114 -0.046 0.016
C 9.61131 7.04912 -6.03119 0.039 0.027 -0.019
O 8.30455 7.35798 -3.78129 -0.070 0.018 0.011
O 7.53393 5.62380 -5.36460 -0.046 0.034 -0.011
H 7.40243 3.99892 -3.22540 -0.005 0.000 0.017
H 8.32102 3.13869 -1.98926 0.043 -0.006 0.012
H 8.69028 2.90301 -3.70237 0.021 -0.044 0.043
H 9.07876 5.54892 -2.19139 -0.028 0.059 -0.081
H 10.36481 4.40085 -2.53786 0.052 0.028 -0.109
H 10.43609 7.58475 -5.57041 0.002 -0.002 0.007
H 8.97987 7.72917 -6.59823 -0.022 -0.002 0.013
H 9.96825 6.24360 -6.66674 -0.014 -0.009 -0.004
C -6.71162 0.97594 4.99866 0.000 -0.253 -0.031
C -5.37394 0.91487 5.70576 -0.126 0.333 0.004
O -4.79128 -0.41275 5.69856 -0.015 -0.082 -0.045
S -4.10198 -0.89542 4.35128 0.000 -0.037 0.366
C -3.26969 -2.29464 5.00238 0.073 0.068 0.092
O -3.15305 0.10421 3.94955 0.060 -0.066 -0.013
O -5.10791 -1.30965 3.42187 0.034 0.046 -0.136
H -6.60935 0.81302 3.92783 -0.018 0.043 0.037
H -7.15850 1.95812 5.15302 0.020 -0.018 0.017
H -7.38489 0.21295 5.38975 -0.007 0.020 0.071
H -4.65830 1.61924 5.27840 0.021 -0.062 -0.056
H -5.48371 1.15224 6.76182 0.041 -0.102 0.031
H -2.53367 -1.95129 5.72458 -0.004 0.041 -0.017
H -2.79070 -2.79773 4.16588 -0.052 -0.007 -0.033
H -4.00232 -2.95252 5.45696 -0.013 -0.031 -0.050
C -7.27103 -5.83624 1.66492 0.157 -0.086 0.000
C -7.25924 -5.65419 3.16667 -0.247 0.245 -0.116
O -6.34690 -6.56667 3.83561 0.037 -0.077 -0.019
S -4.80356 -6.22526 3.76556 -0.195 -0.048 -0.005
C -4.26196 -7.33069 5.02022 -0.003 -0.004 0.055
O -4.62326 -4.86684 4.19025 0.123 -0.039 0.003
O -4.26678 -6.63710 2.50691 0.084 0.020 0.004
H -6.32502 -5.53510 1.21857 -0.004 0.026 0.009
H -8.06451 -5.22540 1.23442 -0.024 0.002 0.026
H -7.44729 -6.88019 1.40647 -0.056 0.007 0.000
H -7.00573 -4.63166 3.44853 0.092 -0.030 0.020
H -8.23041 -5.88862 3.59648 0.046 -0.093 0.057
H -4.69416 -7.02602 5.96898 -0.010 0.001 -0.001
H -3.17691 -7.26176 5.05078 0.004 0.013 -0.021
H -4.57003 -8.33703 4.75082 0.004 -0.002 -0.017
C -8.14497 4.50733 2.96510 0.021 -0.083 -0.100
C -6.72526 4.48362 3.49151 -0.093 0.229 0.061
O -6.01385 3.28040 3.12646 0.008 0.015 -0.009
S -5.47266 3.18035 1.62790 0.257 -0.215 0.003
C -4.40668 1.80559 1.84479 -0.053 0.139 -0.031
O -4.70850 4.36173 1.35180 -0.098 0.106 -0.075
O -6.55323 2.81454 0.76416 -0.054 0.125 -0.061
H -8.16521 4.58079 1.87937 0.017 0.006 0.001
H -8.67268 5.36660 3.38051 0.011 -0.001 0.035
H -8.67297 3.59644 3.24775 -0.018 0.015 0.039
H -6.15442 5.34977 3.15423 0.036 -0.043 -0.048
H -6.71580 4.48325 4.58032 0.043 -0.076 0.016
H -3.60832 2.07588 2.52966 -0.031 -0.008 -0.011
H -4.00639 1.57249 0.85859 -0.028 0.028 -0.023
H -4.98176 0.96675 2.22721 -0.007 -0.001 -0.057
```
Forces are in eV/Å.